[1]
DFT (the ωB97M-V functional and the def2-TZVPD basis) results for C26H20FN2O6S3 as an isolated structure in a non-equilibrium geometry.

Summary:
Charge = -1

Geometry as XYZ:
```
58
Properties=species:S:1:pos:R:3:lowdin_charge:R:1
C -4.757 -1.648 3.620 -0.145
C -4.190 -2.742 2.990 -0.123
C -2.826 -2.853 2.896 -0.048
C -1.986 -1.863 3.433 -0.231
C -0.577 -1.990 3.337 -0.335
C 0.048 -3.002 2.769 -0.385
N 0.587 -3.933 2.249 0.086
S 0.482 -0.717 4.018 0.819
C 2.170 -1.227 3.687 -0.297
C 2.837 -2.001 4.606 -0.057
C 4.136 -2.396 4.353 -0.077
C 4.758 -2.010 3.183 -0.089
C 4.085 -1.223 2.271 -0.079
C 2.787 -0.829 2.525 -0.058
O 0.217 0.534 3.207 -0.379
O 0.277 -0.752 5.517 -0.377
C -2.584 -0.760 4.067 -0.054
C -3.950 -0.660 4.156 -0.111
H -5.829 -1.565 3.696 0.078
H -4.824 -3.509 2.576 0.088
H -2.378 -3.702 2.408 0.097
H 2.336 -2.275 5.521 0.115
H 4.661 -3.005 5.069 0.100
H 5.769 -2.328 2.980 0.097
H 4.571 -0.918 1.360 0.082
H 2.246 -0.200 1.835 0.110
H -1.945 0.002 4.483 0.084
H -4.396 0.190 4.648 0.092
C -4.964 0.445 -3.509 -0.072
C -4.331 0.750 -4.696 -0.072
C -3.224 1.574 -4.696 -0.062
C -2.757 2.092 -3.510 -0.281
S -1.341 3.223 -3.503 0.787
N -0.007 2.106 -3.420 -0.265
F -0.182 1.548 -2.219 -0.025
S 1.394 3.129 -3.323 0.783
C 2.689 1.881 -3.124 -0.281
C 3.115 1.542 -1.863 -0.053
C 4.140 0.630 -1.708 -0.056
C 4.728 0.056 -2.815 -0.069
C 4.296 0.402 -4.079 -0.070
C 3.273 1.315 -4.233 -0.062
O 1.701 3.687 -4.682 -0.304
O 1.534 3.974 -2.084 -0.290
O -1.413 3.799 -4.888 -0.312
O -1.600 4.098 -2.304 -0.289
C -3.387 1.799 -2.326 -0.056
C -4.494 0.975 -2.325 -0.056
H -5.834 -0.192 -3.509 0.107
H -4.706 0.352 -5.623 0.105
H -2.734 1.850 -5.618 0.113
H 2.658 2.023 -1.011 0.120
H 4.491 0.380 -0.723 0.095
H 5.537 -0.647 -2.695 0.108
H 4.767 -0.030 -4.945 0.106
H 2.942 1.622 -5.213 0.114
H -3.019 2.247 -1.416 0.120
H -4.997 0.754 -1.400 0.113
```

***

[2]
DFT (the ωB97M-V functional and the def2-TZVPD basis) results for C20H16CdF5I2N3O3Te as an isolated structure.

Summary:
Energy above the lowest of the compared OMol25 structures with the same formula, charge and spin = 0.000 eV

Geometry as XYZ:
```
51
Properties=species:S:1:pos:R:3:lowdin_charge:R:1
Cd 0.042 0.187 -1.886 1.431
I 4.777 -1.221 -3.808 0.914
C 2.967 -2.240 -3.815 -0.662
C 2.892 -3.512 -4.401 -0.232
C 1.721 -4.219 -4.428 -0.682
I 1.708 -6.105 -5.327 0.904
C 0.549 -3.668 -3.855 -0.213
C -0.709 -4.309 -3.820 -0.035
C -1.787 -3.701 -3.241 -0.044
C -1.623 -2.427 -2.683 -0.125
N -0.466 -1.805 -2.701 -0.006
C 0.631 -2.384 -3.268 -0.146
C 1.870 -1.615 -3.231 -0.477
O 1.917 -0.449 -2.692 -0.238
H 3.784 -3.935 -4.840 0.076
H -0.810 -5.291 -4.262 0.059
H -2.754 -4.181 -3.211 0.109
H -2.454 -1.906 -2.224 0.113
C -0.829 2.766 3.819 0.012
N 0.060 2.551 2.686 -0.049
N 0.208 1.281 2.149 0.059
C 0.629 1.387 0.850 -0.446
O 0.898 0.398 0.125 -0.112
C 0.665 2.776 0.559 0.019
C 0.293 3.444 1.692 -0.252
C 0.048 4.896 1.899 0.001
C 0.262 0.120 2.965 -0.203
C 1.038 0.109 4.116 -0.017
C 1.077 -1.037 4.894 -0.072
C 0.367 -2.165 4.509 -0.080
C -0.393 -2.146 3.348 -0.065
C -0.459 -0.998 2.575 0.001
H -1.122 1.803 4.224 0.092
H -1.727 3.302 3.511 0.101
H -0.317 3.326 4.600 0.096
H 1.073 3.183 -0.349 0.124
H 0.687 5.477 1.239 0.095
H 0.237 5.197 2.929 0.084
H -0.988 5.135 1.649 0.094
H 1.608 0.989 4.387 0.121
H 1.677 -1.053 5.795 0.107
H 0.408 -3.062 5.113 0.105
H -0.946 -3.026 3.047 0.108
H -1.054 -0.956 1.673 0.117
F -1.765 1.227 -0.414 -0.451
Te -2.149 2.751 -1.547 1.788
F -1.192 4.281 -1.049 -0.370
F -3.160 3.196 -0.058 -0.352
F -3.175 3.901 -2.571 -0.355
F -3.449 1.541 -2.135 -0.385
O -0.764 2.186 -2.540 -0.661
```

***

Number 1: lowest unoccupied orbital energy 1.6 eV, gap between HOMO and LUMO 5.035 eV. Number 2: lowest unoccupied orbital energy -0.7 eV, gap between HOMO and LUMO 6.740 eV.